No. 1
{
  "formula": "C45H61As3F6N2OPSW",
  "method": "the ωB97M-V functional and the def2-TZVPD basis",
  "symbols": ["W", "C", "C", "As", "C", "C", "C", "C", "C", "C", "C", "C", "C", "C", "C", "C", "As", "C", "C", "C", "C", "C", "C", "C", "C", "C", "C", "C", "C", "H", "H", "H", "H", "H", "H", "H", "H", "H", "H", "H", "H", "H", "H", "H", "H", "H", "H", "H", "H", "H", "H", "H", "H", "F", "As", "F", "F", "F", "F", "F", "N", "C", "N", "S", "H", "H", "H", "H", "O", "P", "C", "C", "C", "C", "C", "C", "C", "C", "C", "C", "C", "C", "C", "C", "C", "C", "C", "C", "H", "H", "H", "H", "H", "H", "H", "H", "H", "H", "H", "H", "H", "H", "H", "H", "H", "H", "H", "H", "H", "H", "H", "H", "H", "H", "H", "H", "H", "H", "H", "H", "H"],
  "coordinates": [[1.0112, -1.1308, -1.0407], [-0.6949, -3.8099, 0.7139], [0.6611, -3.4653, 1.3528], [0.5901, -1.4430, 1.5623], [-0.3315, -1.8039, 3.3626], [-1.6415, -1.3592, 3.6054], [-2.2857, -1.7346, 4.7625], [-1.6370, -2.5646, 5.7021], [-0.3319, -3.0137, 5.4577], [0.3144, -2.6542, 4.2992], [2.4008, -0.9009, 2.1422], [2.8994, -0.9113, 3.4452], [4.1962, -0.4916, 3.6955], [5.0092, -0.0661, 2.6545], [4.5050, 0.0157, 1.3635], [3.1953, -0.3630, 1.1244], [-1.0615, -2.6499, -0.9257], [-0.2460, -3.7950, -2.2910], [0.8684, -4.6204, -2.0249], [1.5452, -5.2292, -3.0562], [1.1232, -5.0432, -4.3785], [-0.0335, -4.3088, -4.6478], [-0.7193, -3.6976, -3.6253], [-2.6357, -5.0873, -1.4146], [-2.4017, -6.4106, -1.6367], [-3.5091, -7.2617, -1.6346], [-4.7795, -6.7413, -1.4244], [-4.9676, -5.3791, -1.2174], [-3.8687, -4.5225, -1.2177], [-0.7778, -4.8693, 0.4576], [-1.4886, -3.6105, 1.4470], [1.4956, -3.8178, 0.7525], [0.7475, -3.9717, 2.3163], [-2.1360, -0.7215, 2.8832], [-3.2942, -1.3933, 4.9473], [-2.1484, -2.8632, 6.6086], [0.1693, -3.6581, 6.1676], [1.3142, -3.0330, 4.1263], [2.2592, -1.2165, 4.2597], [4.5664, -0.4812, 4.7114], [6.0251, 0.2403, 2.8558], [5.1290, 0.3907, 0.5615], [2.7362, -0.1598, 0.1457], [1.2002, -4.8244, -1.0158], [2.4091, -5.8448, -2.8481], [1.6896, -5.4835, -5.1867], [-0.3870, -4.2308, -5.6654], [-1.6331, -3.1456, -3.8198], [-1.4136, -6.8167, -1.8146], [-3.3617, -8.3211, -1.7978], [-5.6342, -7.4057, -1.4244], [-5.9597, -4.9778, -1.0593], [-3.9774, -3.4527, -1.0703], [2.2888, -2.3051, -0.5154], [4.0762, -1.0384, -2.3025], [3.6552, -2.6775, -2.6866], [1.2955, -1.7854, -2.7112], [5.4774, -1.0675, -3.2448], [1.8153, 0.3353, -1.6724], [3.1768, -0.3446, -3.6436], [-1.8606, -0.0021, -5.1511], [-0.7466, -0.1109, -4.4452], [0.4414, -0.1158, -5.0193], [-0.9132, -0.1916, -2.7286], [-1.8547, 0.0551, -6.1598], [-2.7555, -0.0175, -4.6899], [0.5471, -0.0521, -6.0230], [1.2949, -0.2132, -4.4839], [0.0548, 0.9394, -0.1614], [-0.2042, 2.4715, 0.0927], [-0.3399, 2.5827, 1.9498], [-0.7421, 3.9425, 2.5393], [-0.5470, 3.9788, 4.0674], [-0.6499, 2.6022, 4.6997], [0.4220, 1.6560, 4.1440], [0.8646, 2.0582, 2.7298], [0.8469, 3.6998, -0.8928], [1.4354, 4.8964, -0.1265], [2.7366, 4.5829, 0.6112], [3.7856, 4.0109, -0.3384], [3.2032, 2.7756, -1.0212], [1.9507, 3.1639, -1.8037], [-1.9489, 2.9574, -0.3739], [-2.1900, 4.4878, -0.2597], [-2.5043, 5.1775, -1.5874], [-3.7237, 4.5780, -2.2741], [-3.7911, 3.0601, -2.0869], [-2.4235, 2.4699, -1.7418], [-1.1594, 1.8665, 2.1182], [-1.7893, 4.1492, 2.3224], [-0.1482, 4.7491, 2.1172], [-1.2754, 4.6583, 4.5083], [0.4364, 4.3968, 4.3004], [-1.6499, 2.1950, 4.5147], [-0.5614, 2.6847, 5.7820], [0.0440, 0.6247, 4.1304], [1.2935, 1.6701, 4.8011], [1.3013, 1.1861, 2.2396], [1.6237, 2.8383, 2.7812], [0.0648, 4.0993, -1.5476], [0.7162, 5.3410, 0.5577], [1.6556, 5.6566, -0.8813], [2.5530, 3.8628, 1.4129], [3.1122, 5.5005, 1.0646], [4.6917, 3.7568, 0.2150], [4.0635, 4.7545, -1.0888], [2.9325, 2.0539, -0.2395], [3.9398, 2.3200, -1.6914], [1.5828, 2.3451, -2.4185], [2.2167, 3.9672, -2.4957], [-2.5687, 2.4437, 0.3694], [-1.3422, 4.9992, 0.1910], [-3.0519, 4.6507, 0.3903], [-1.6382, 5.1251, -2.2560], [-2.6689, 6.2408, -1.4075], [-3.7158, 4.8552, -3.3304], [-4.6395, 5.0250, -1.8773], [-4.1824, 2.5941, -2.9934], [-4.4919, 2.8080, -1.2859], [-1.7043, 2.7425, -2.5209], [-2.5172, 1.3904, -1.7175]],
  "e_above_lowest_kcal_mol": 68.8,
  "e_homo_ev": [-18.3, -18.3],
  "s2": 0.7847,
  "charge": 4,
  "multiplicity": 2
}

=====

No. 2
{
  "formula": "C45H62F4O7",
  "method": "the ωB97M-V functional and the def2-TZVPD basis",
  "symbols": ["F", "C", "C", "C", "C", "C", "C", "H", "H", "H", "H", "H", "F", "C", "C", "C", "C", "C", "C", "H", "H", "H", "H", "H", "F", "C", "C", "C", "C", "C", "C", "H", "H", "H", "H", "H", "F", "C", "C", "C", "C", "C", "C", "H", "H", "H", "H", "H", "C", "C", "C", "O", "H", "H", "H", "H", "H", "H", "C", "C", "C", "O", "H", "H", "H", "H", "H", "H", "C", "C", "C", "O", "H", "H", "H", "H", "H", "H", "C", "C", "C", "O", "H", "H", "H", "H", "H", "H", "C", "C", "C", "O", "H", "H", "H", "H", "H", "H", "C", "C", "C", "O", "H", "H", "H", "H", "H", "H", "C", "C", "C", "O", "H", "H", "H", "H", "H", "H"],
  "coordinates": [[-5.7530, -0.5187, -1.5886], [-5.1580, -1.2259, -2.5675], [-5.8832, -2.1644, -3.2970], [-5.2241, -3.0099, -4.1928], [-3.8241, -2.9992, -4.3182], [-3.1141, -2.0602, -3.5725], [-3.7877, -1.1387, -2.7357], [-6.9648, -2.2045, -3.0977], [-5.8095, -3.8146, -4.6416], [-3.3261, -3.7150, -4.9711], [-2.0495, -1.9219, -3.6240], [-3.2586, -0.4170, -2.1581], [4.3037, -3.3551, -5.5152], [3.3277, -2.9286, -4.7144], [2.2833, -3.7631, -4.4087], [1.2176, -3.2103, -3.6900], [1.2801, -1.9091, -3.1473], [2.4253, -1.1758, -3.3934], [3.4301, -1.6263, -4.2013], [2.2564, -4.7435, -4.8245], [0.3510, -3.8713, -3.5260], [0.4955, -1.4747, -2.5040], [2.4295, -0.1552, -2.9673], [4.2834, -1.0248, -4.4651], [4.8042, -0.3823, 0.2356], [4.8355, -0.3230, 1.5896], [3.6952, -0.5203, 2.3472], [3.8178, -0.4103, 3.7261], [5.0404, -0.1550, 4.3714], [6.1505, -0.0379, 3.5347], [6.1014, -0.2190, 2.1849], [2.7823, -0.7432, 1.8221], [2.8933, -0.3892, 4.3116], [5.0505, -0.2509, 5.4737], [7.1219, 0.1534, 3.9392], [6.9560, -0.0845, 1.5653], [0.0414, 0.7398, -5.5661], [-0.7388, 1.3093, -4.6837], [-2.1406, 1.2871, -4.8553], [-2.9524, 1.9788, -3.9840], [-2.3390, 2.6694, -2.8970], [-0.9704, 2.7767, -2.7422], [-0.1592, 2.0444, -3.6373], [-2.5053, 0.7815, -5.7939], [-4.0660, 1.9873, -4.0614], [-3.0129, 3.1265, -2.2101], [-0.4911, 3.3805, -1.9616], [0.9212, 2.1588, -3.6363], [1.6310, 2.9018, 3.2185], [1.5351, 4.3041, 2.8477], [0.2861, 5.1544, 3.2443], [2.4330, 4.8295, 2.2642], [2.6080, 2.5561, 2.9848], [0.9129, 2.3318, 2.6478], [1.3768, 2.6655, 4.2491], [0.0662, 5.8943, 2.4858], [0.5188, 5.7236, 4.1652], [-0.5723, 4.5159, 3.4084], [-0.0608, -0.6372, 4.5007], [-0.7090, 0.4264, 5.3340], [-1.9931, -0.0135, 5.9986], [-0.3449, 1.6170, 5.3211], [1.0148, -0.6562, 4.5651], [-0.2894, -0.4357, 3.4634], [-0.3834, -1.6527, 4.7202], [-2.5883, 0.9315, 6.2267], [-1.7657, -0.4747, 6.9167], [-2.4479, -0.8132, 5.3758], [1.8070, -4.6028, -0.3783], [2.8881, -3.9662, 0.4337], [3.7609, -3.0337, -0.3336], [3.0757, -4.1800, 1.6353], [1.0698, -5.0838, 0.1831], [2.2680, -5.4012, -0.9039], [1.3304, -3.8893, -1.0334], [3.3293, -2.1259, -0.4905], [3.9800, -3.4281, -1.3014], [4.6812, -2.8587, 0.1440], [2.4362, 4.7824, -1.3753], [2.9624, 3.3702, -1.3461], [3.8407, 2.9528, -0.1950], [2.5893, 2.6094, -2.2310], [1.3828, 4.7241, -1.3509], [2.9399, 5.2175, -2.2059], [2.8071, 5.3036, -0.4810], [4.2389, 1.9287, -0.3099], [3.2206, 2.9570, 0.6959], [4.7122, 3.5968, -0.0422], [-1.2487, -0.3259, -0.7262], [0.0421, -0.3010, 0.1102], [1.0153, 0.7277, -0.3197], [0.0912, -0.8552, 1.2095], [-1.7739, 0.5259, -0.2445], [-1.9265, -1.1808, -0.5903], [-1.1810, -0.1038, -1.7571], [0.4807, 1.6443, -0.0199], [1.1119, 0.7970, -1.3889], [2.0283, 0.6600, 0.1620], [-2.9466, -2.7945, 1.5839], [-4.2366, -2.1004, 1.2291], [-5.3921, -3.0425, 0.9279], [-4.3775, -0.9133, 1.1033], [-2.0470, -2.1845, 1.4191], [-2.9267, -3.7077, 1.0584], [-3.0247, -3.0576, 2.6714], [-5.0731, -3.5951, -0.0129], [-6.2950, -2.3952, 0.7587], [-5.5474, -3.8015, 1.7033], [-2.8555, 1.6713, 2.8902], [-2.6961, 2.3399, 1.5569], [-3.8467, 2.5525, 0.6515], [-1.5533, 2.7164, 1.2531], [-1.8628, 1.5135, 3.2999], [-3.3661, 0.7193, 2.6819], [-3.4800, 2.2078, 3.5745], [-4.3238, 1.6274, 0.4639], [-3.4914, 2.9440, -0.3236], [-4.6123, 3.2203, 1.0714]],
  "e_above_lowest_kcal_mol": 23.7,
  "e_homo_ev": -9.1
}